1.
# C22H28MnN10PS

A structure of composition C22H28MnN10PS (ωB97M-V/def2-TZVPD, the Open Molecules 2025 dataset).

```
63
C22H28MnN10PS (ωB97M-V/def2-TZVPD)
C 0.85066 4.09772 1.16319
H 0.52752 -4.49463 2.09776
C 0.38995 2.64115 -0.41821
C -2.70656 -0.50065 -0.56116
N -0.93769 -2.60068 1.74627
C 1.08720 0.53218 -2.07366
C 2.52379 -1.73394 1.39005
N 1.77175 0.14796 -3.18271
C 4.87176 -1.32523 1.25187
H 1.93810 -4.61340 1.03774
N 1.15149 -0.40131 -1.14217
H -3.80576 -0.52649 3.43476
H -4.10209 1.60529 -3.55016
H -5.57023 -2.88769 2.56426
C 1.49489 -4.05958 1.87039
N -1.50307 0.14228 -0.51831
H -2.98148 -1.24716 0.16471
C -5.32241 -1.82466 2.60830
H 1.99017 1.94357 -4.24353
H 2.10999 -2.32142 -1.11599
H 1.07288 0.68641 -5.09923
H -3.00235 -3.24422 2.55401
H -0.39835 5.18228 -1.56535
N 0.23482 -1.97231 1.41815
S -1.43711 -0.03611 2.53911
H 5.89231 -1.68485 1.22339
C -1.76457 -1.71242 2.30523
C -4.03843 -1.58681 3.38463
H 1.30927 4.87241 -1.94715
H 1.04778 5.05622 1.61135
H -2.52870 1.28760 -4.29677
C 3.81982 -2.22300 1.35437
P -0.04430 1.95561 -2.02840
C 0.59726 5.05658 -1.14705
H 3.01035 1.48717 1.19649
C 2.29133 -1.09200 -2.92943
C -1.49475 0.99160 -1.52468
H 3.99855 -3.28791 1.40508
H -4.41786 -0.27170 -1.97823
C 0.75708 2.84870 1.70251
C 3.28048 0.44001 1.23737
H 2.15323 -4.18170 2.73271
H 5.39125 0.76471 1.11814
N 2.26800 -0.42128 1.34111
H 0.85718 2.53880 2.72909
H -4.14879 -1.93861 4.41277
N 0.47507 1.95557 0.70426
H -5.23428 -1.45221 1.58597
N -2.65902 0.92678 -2.22215
C 1.89914 -1.41981 -1.66480
C -3.02753 1.68432 -3.41503
C 4.60073 0.03051 1.18924
H -2.77112 2.73271 -3.28955
Mn 0.26759 -0.06228 0.90834
C 1.33466 -2.61610 1.51906
H 2.88415 -1.62107 -3.65641
N -2.90573 -2.26320 2.77048
C -3.43275 -0.02856 -1.61755
H -6.15811 -1.31168 3.08669
H 2.83178 0.55184 -4.92744
H 0.87984 5.96549 -0.62490
N 0.61402 3.96087 -0.17829
C 1.91723 0.87831 -4.44051
```

LUMO level (alpha / beta), Ha: -0.0808 / -0.0836
Gap between HOMO and LUMO (alpha / beta), eV: 7.5 / 7.2
E_HOMO (alpha / beta), eV: -9.663 / -9.510
Multiplicity: 2
Charge: +1

2.
# C22H28MnN12O2

A structure of composition C22H28MnN12O2 (ωB97M-V/def2-TZVPD, the Open Molecules 2025 dataset).

```
65
C22H28MnN12O2 (ωB97M-V/def2-TZVPD)
H -0.31205 -2.82044 3.33775
C 0.95426 -1.27304 2.67474
H 2.04386 0.72567 -3.34531
H -1.65750 4.62962 -0.01582
C 2.06027 -0.99039 -2.18908
H -3.38446 2.98101 -0.82383
H 5.45928 1.42313 1.15578
C -3.34594 -0.73699 -4.31524
N 1.56501 0.21277 -2.59199
O 2.74824 -3.40733 -1.18253
N 1.77856 -2.84160 -0.74909
H -1.31210 -0.33719 -3.59018
H 0.71661 5.73632 1.01291
H 1.16188 4.82611 2.42140
H 4.54983 -1.27757 4.44908
C -4.99635 -1.43945 -2.74804
C 4.83042 0.77945 1.72369
N -4.03443 -1.69154 -0.43992
O 1.04319 -3.32184 0.12435
C -2.69527 -1.02136 -2.07608
H 1.07677 1.68268 -1.30809
H -3.49867 1.50891 0.12906
N 1.99138 -1.51724 3.50885
H -5.94197 -1.81818 -2.43107
H 1.04418 1.95028 1.67204
N -0.98628 -1.91986 1.53114
N 0.65668 0.87908 -1.78570
C -3.98802 -1.41622 -1.79369
H -3.09637 -0.51776 -5.33574
H -0.78230 -2.76580 1.04400
C -2.81958 2.07717 -0.50818
C -2.79962 -1.49492 0.02653
H 3.53787 -2.32404 -2.67549
C 3.53870 0.68766 1.21834
C 4.36348 -0.73108 3.53045
C -4.63653 -1.10620 -4.01146
N -0.65998 1.64697 0.65424
H -2.70598 1.47808 -1.41664
C 0.13322 3.73548 0.94844
C -1.10768 3.81698 0.40854
H -3.00951 -2.59995 1.89261
H -4.84176 -1.99958 0.05140
C 5.19856 0.12857 2.87664
C 1.06703 4.78264 1.35261
N -1.94492 -1.12005 -0.88928
C -2.42262 -1.75334 1.50394
H -0.89297 -1.12138 3.41195
H 3.55617 -0.83131 -3.48448
C -1.55254 2.48264 0.16899
Mn -0.13644 -0.43838 0.07834
C 2.63532 -0.13611 1.89122
N 1.28404 -0.44946 1.69792
N 0.34402 2.41362 1.14162
H -2.71627 -0.86502 2.08198
H -0.16005 1.16226 -2.33179
C -2.33512 -0.67314 -3.36405
C 3.08426 -0.81776 3.01733
H 2.02470 -2.17704 4.22027
N 1.39148 -1.57639 -1.18990
H 6.20758 0.35544 3.21583
C -0.34742 -1.86917 2.83673
H 2.11043 4.60009 0.93604
H 3.23112 1.16222 0.29659
N 3.09586 -1.43934 -2.84660
H -5.36359 -1.22743 -4.80407
```

LUMO level (alpha / beta), Ha: -0.1917 / -0.1917
Gap between HOMO and LUMO (alpha / beta), eV: 8.8 / 8.9
E_HOMO (alpha / beta), eV: -14.044 / -14.127
ΔE to the lowest compared entry with this formula, charge and spin, eV: 0.000
Multiplicity: 6
Charge: +2

3.
# C22H28N2O3

A cluster of 2 separate species, C22H28N2O3 in total (ωB97M-V/def2-TZVPD, the Open Molecules 2025 dataset).

```
55
C22H28N2O3 (ωB97M-V/def2-TZVPD)
C 2.16582 1.10559 1.67350
C 4.00713 0.22774 -0.00024
H 5.13910 2.22117 1.44282
H 0.72494 -0.66282 2.04976
H 3.22938 -2.94686 -1.09276
C 4.04971 2.39335 1.04784
H -0.76541 3.56547 0.02463
H -4.96566 -0.34342 -1.18321
C -4.42740 1.35903 0.10924
C -1.01083 -2.25043 0.60167
C 3.18462 -1.09320 -0.19830
H -1.57374 2.99940 -2.36568
H -0.82102 -1.29421 0.60295
H -2.66065 -0.12145 -1.74942
H -5.32255 1.96872 -0.29679
C 0.23230 -2.89507 1.05745
C 1.61278 -0.41735 1.52855
C 4.78933 -1.94192 -1.63033
C -3.41138 -1.98078 0.33743
C 5.50649 -0.79889 -1.73603
H 6.39423 -0.37836 -2.21613
H 5.10334 -2.54896 -2.29057
N -4.10291 -0.87187 0.94901
H 4.06462 2.81709 0.09615
H 0.24387 -4.07592 1.15246
H -0.12428 2.15820 0.95911
C 5.05105 0.32628 -0.77433
C -1.43419 1.84658 -2.25748
H -3.67761 -0.51805 1.74684
H -1.16558 1.19905 -3.13767
C -2.77248 1.07049 -1.84095
N 3.50548 1.09262 0.86190
C -4.99430 -0.08680 0.25673
H -2.21534 -3.81421 0.96395
C -0.84107 2.32512 0.21689
C -0.32201 1.55544 -1.07820
H 5.53719 1.34533 -0.74631
H -5.97679 -0.38790 0.55342
O 1.71553 1.89058 2.29043
C -3.07506 1.35911 -0.32327
H 0.62323 1.97944 -1.69926
C -2.14749 2.25450 0.45075
O 1.49415 -2.48551 0.59480
H -0.22104 0.55675 -0.64705
H -3.53071 1.38799 -2.37079
C 1.96833 -1.32600 0.62056
C -2.17764 -2.55862 0.99325
H -0.94306 -2.54070 -0.50076
H 0.40157 -2.75150 2.28522
H -2.38783 2.33964 1.63658
H 3.60926 3.04026 1.57930
O -3.71216 -2.43510 -0.97993
C 3.62725 -2.22049 -0.76654
H -2.46771 -2.31737 2.03447
H -4.73282 1.67881 1.16434
```

LUMO level, Ha: 0.0144
Gap between HOMO and LUMO, eV: 8.5
E_HOMO, eV: -8.147
ΔE to the lowest compared entry with this formula, charge and spin, eV: 18.958
Charge: 0

4.
# C22H28N2O4

An isolated molecule of C22H28N2O4 (ωB97M-V/def2-TZVPD, the Open Molecules 2025 dataset).

```
56
C22H28N2O4 (ωB97M-V/def2-TZVPD)
O -5.51405 -2.84060 -1.85668
C 4.45824 0.21067 0.34792
C 6.88543 2.08090 1.24111
H -0.54093 -0.33692 2.98722
C -8.08994 -2.21149 -1.57750
H 7.28468 2.48140 2.17435
C 3.27294 0.29463 0.53962
C -3.53761 -1.87527 -0.19531
H -4.88691 -1.07280 1.98492
C 1.88035 0.43292 0.74793
C -0.26427 1.23131 0.00616
H -8.32386 -0.29809 -2.54423
N -3.18319 0.43727 0.48558
H 1.56224 1.51887 -1.07239
H -9.02762 -2.16942 -1.01929
C 6.32536 0.79198 -1.13265
H 7.63010 3.35320 -0.33053
H 6.06903 0.36984 2.28265
C 1.28227 -0.09104 1.89429
H 5.64735 1.62792 -1.31247
H -7.86706 -3.24612 -1.85663
H -1.79106 -0.66944 -0.61178
C -0.86226 0.69751 1.14515
H 8.40588 0.45857 -0.77577
H -3.10201 -2.27924 0.72515
C -2.86942 -0.53460 -0.53586
H 5.92451 2.56781 1.06039
C 1.09525 1.10262 -0.19201
H 8.87995 2.40266 0.46263
C 7.85524 2.37058 0.08784
C 7.75484 1.30253 -1.00767
C 6.64756 0.58230 1.37970
C -4.60608 0.62567 0.68250
C -8.15017 -1.33556 -2.82085
H -0.86829 1.76038 -0.71706
H 7.60389 0.06083 1.45715
C 5.89487 0.04018 0.14253
H -8.95791 -1.67190 -3.46435
H 6.23940 0.09311 -1.96536
H -7.21249 -1.40724 -3.36630
O 6.19689 -1.33534 -0.06439
H -6.35372 -0.59478 1.09409
H -3.25511 -0.17574 -1.49726
H 1.89124 -0.60062 2.62650
H -5.03859 1.02857 -0.23971
C -5.27402 -0.71005 1.02625
C -0.07627 0.05136 2.09310
C -5.83042 -2.13904 -0.92444
H 8.08291 1.71752 -1.96189
O -2.69243 1.51515 2.40549
C -2.31560 0.90890 1.41911
H 5.91617 -1.83596 0.70918
N -4.95569 -1.68324 0.00539
H -4.73780 1.34100 1.49582
O -7.09878 -1.75451 -0.65865
H -3.40303 -2.58917 -1.00873
```

LUMO level, Ha: 0.0168
Gap between HOMO and LUMO, eV: 9.3
E_HOMO, eV: -8.799
SMILES string: CCOC(=O)N1CCN(C(=O)c2ccc(C#CC3(O)CCCCC3)cc2)CC1
ΔE to the lowest compared entry with this formula, charge and spin, eV: 2.425
Charge: 0

Number 1: M 550.52 g/mol. Number 2: M 547.49 g/mol. Number 3: M 368.48 g/mol. Number 4: M 384.48 g/mol.